# C52H64N5O3P2STeTi

A structure of composition C52H64N5O3P2STeTi at a distorted geometry (ωB97M-V with the def2-TZVPD basis set, OMol25).

The geometry in XYZ format:
```
129
Properties=species:S:1:pos:R:3:mulliken_spin:R:1
C -2.68 -0.45 -3.12 -0.001
O -1.32 1.86 0.92 -0.005
H 5.67 2.39 0.55 -0.001
H 3.42 2.13 4.26 0.009
N 1.40 -1.41 3.18 0.163
C 1.94 -3.87 -1.15 0.002
C 3.51 -4.16 2.78 0.004
P 0.83 -2.40 -1.56 -0.001
H 5.75 -3.34 1.12 0.000
H -6.60 5.26 -1.22 0.000
H 7.48 3.42 -0.82 0.000
H -0.39 3.29 1.95 0.002
C -5.96 5.02 -0.36 0.000
O 0.60 1.53 2.09 0.001
H 0.01 -3.12 5.73 0.007
C -1.27 -2.28 1.19 -0.004
H 1.44 -0.84 -3.32 -0.001
H 7.69 1.90 -1.71 0.000
C 1.94 -0.37 5.31 0.032
H 2.92 -3.68 -1.60 0.001
C 3.75 4.61 -1.49 0.001
H 4.36 -3.81 3.36 0.000
O 0.74 2.05 -2.20 0.003
H -6.61 4.81 0.49 0.000
C -2.89 -1.54 3.29 0.015
C 4.92 -3.70 0.51 0.001
C 2.95 3.50 -1.74 0.001
H 3.67 -5.21 2.51 0.000
H 1.04 -1.21 7.04 0.005
H 4.19 5.15 -2.31 0.000
H 2.53 -5.20 0.46 0.001
C -4.13 1.68 -0.05 -0.004
C -2.90 -0.60 -5.54 0.003
C -0.89 -1.12 1.83 -0.012
H -5.08 -0.74 -1.26 0.000
C 6.97 2.52 -1.18 0.002
C -4.13 -1.22 -5.44 -0.001
H -0.35 0.76 -3.72 -0.002
C 0.70 -2.33 3.88 -0.079
H -1.33 -2.76 -2.67 0.000
C -3.34 2.81 -2.03 0.000
C -5.07 3.84 -0.66 0.001
H -4.42 -1.27 -7.57 0.000
H -5.08 -2.68 -6.72 0.000
H -1.92 1.43 5.57 0.004
C -4.48 -1.56 -1.69 0.001
C 0.59 -2.35 5.24 0.179
C -2.48 2.91 -3.26 0.000
H 2.76 3.18 -2.76 0.000
C 2.09 -0.46 3.90 0.150
C -0.59 -3.42 -2.20 0.001
C -0.82 0.43 -4.65 0.002
H -2.55 3.92 -3.69 0.000
P 3.35 -3.07 1.27 -0.002
C -3.73 -1.15 4.37 -0.006
H -0.66 -2.64 0.36 0.006
S 3.55 -0.94 -1.00 0.025
H -2.81 2.20 -4.01 0.000
Te -1.64 0.27 -1.30 0.009
C -4.61 -1.51 -4.16 0.001
H 1.00 -2.42 -4.02 0.000
H 4.67 1.62 3.10 0.007
C -3.27 1.71 -1.16 0.000
C 2.99 0.34 3.16 0.132
C -5.02 2.74 0.17 -0.002
C 1.19 -1.29 5.97 0.036
H 4.57 5.90 0.03 0.000
H 1.51 -4.75 -1.63 0.000
C -1.72 -0.80 2.98 0.000
C 3.95 1.27 3.84 -0.019
H 2.07 2.71 1.41 0.005
H -0.46 0.78 3.76 0.029
H -5.14 0.11 1.02 0.000
H 2.40 0.45 5.84 0.020
H 7.15 1.43 0.66 0.001
C -3.90 -1.16 -3.02 -0.001
C 3.95 5.03 -0.18 0.002
C -4.93 -1.59 -6.66 0.000
C -1.40 0.26 3.88 -0.026
H -4.11 -3.26 2.78 0.001
C -3.41 -0.09 5.16 0.003
C -2.40 -3.07 1.52 -0.003
C 2.33 2.80 -0.71 -0.001
H -3.92 0.96 1.96 0.000
H 3.53 4.63 1.89 0.001
H 0.20 -3.08 3.29 0.001
C -2.17 -0.22 -4.41 -0.001
H 4.93 -4.79 0.48 0.001
H -2.49 -0.39 -6.52 0.000
C 4.39 0.20 0.00 0.025
H -5.92 -1.13 -6.64 0.000
C 2.15 -4.18 0.35 -0.002
H -3.41 -0.20 0.75 -0.002
H -1.43 2.70 -3.02 0.000
H 1.20 -4.12 0.89 -0.003
Ti 1.07 -0.24 1.21 0.033
H -0.25 -4.15 -2.94 0.000
H 2.60 -2.16 -3.25 0.000
C -3.22 -2.69 2.53 0.008
H -4.25 4.70 -2.44 0.000
H -4.07 0.21 5.97 0.000
N 0.94 0.69 -0.36 -0.003
C -0.40 2.23 1.63 0.016
H 6.19 2.84 -1.88 0.000
N 4.12 0.64 1.19 0.010
H -4.63 -1.74 4.56 0.001
N 5.62 0.61 -0.51 0.015
H 5.04 -3.29 -0.49 -0.001
C -2.21 0.61 4.92 -0.004
C 1.54 -1.92 -3.20 0.001
H -0.16 -0.29 -5.15 0.000
C 2.56 3.22 0.59 -0.005
C 6.35 1.76 -0.02 -0.001
C -4.15 0.57 0.97 0.002
H -1.09 -3.95 -1.38 0.000
C 1.27 1.75 -1.13 0.000
N 3.00 0.14 1.83 0.203
C 3.37 4.32 0.86 -0.004
C -4.23 3.85 -1.77 0.002
H -5.37 5.90 -0.13 0.000
H -5.67 2.69 1.04 0.000
H -5.55 -2.04 -4.06 0.000
H -2.60 -3.97 0.95 0.000
H -3.69 -1.79 -0.97 0.000
H 2.62 -4.08 3.41 0.007
H 5.71 0.40 -1.49 0.001
H -0.92 1.29 -5.31 0.000
H -5.13 -2.43 -1.80 0.000
H 4.49 0.77 4.65 0.002
```

## Properties
Largest force on an atom ... 2.5 eV/A
Calculated total energy ... -4717.8461 a.u.
Multiplicity ... 2
ΔE to the lowest compared entry with this formula, charge and spin ... 280.91 kJ/mol
Orbital gap (spin up / spin down) ... 4.5127 / 5.6542 eV
Total charge ... -2



# C46H26Cl2F5IrN4O2PSe

A structure of composition C46H26Cl2F5IrN4O2PSe at a distorted geometry (ωB97M-V with the def2-TZVPD basis set, OMol25).

The geometry in XYZ format:
```
88
Properties=species:S:1:pos:R:3:mulliken_spin:R:1
C -1.82 0.56 4.64 -0.003
H 5.40 0.00 3.68 0.000
C 0.21 0.60 -3.77 0.305
C -2.65 4.53 -1.12 0.041
Ir 0.17 0.63 0.97 1.520
Se -3.29 0.48 0.54 0.827
C 2.55 -1.65 0.46 -0.002
Cl -1.88 7.42 1.53 0.003
C 3.48 0.91 3.69 0.005
C 2.81 3.38 -0.97 0.096
C -1.79 -0.75 5.10 0.002
C 2.85 -0.75 1.53 0.008
C 4.13 -0.82 2.14 0.000
N -0.85 -0.11 2.57 -0.105
N -2.09 2.21 -1.23 0.244
C -4.99 -0.60 -1.51 0.049
C -1.31 -1.74 4.25 -0.004
C 0.52 -5.07 -2.39 -0.003
C 2.59 0.27 -3.59 0.406
C 1.20 -0.77 -1.90 0.299
O -1.02 0.26 -1.68 0.101
C -1.36 0.84 3.36 0.071
H -3.10 4.43 -2.10 0.000
C 1.82 4.10 -1.69 0.115
H 6.07 -1.74 2.08 0.001
C -0.05 -0.30 -2.61 0.092
C 5.09 -1.72 1.63 0.005
C 4.42 0.04 3.22 0.001
P 0.89 -1.54 -0.28 0.032
N 1.25 1.63 -0.50 0.101
H -2.15 -1.00 6.09 0.001
H -1.31 -2.77 4.56 0.001
C -5.51 -1.60 -2.31 -0.024
H -1.08 4.87 2.37 -0.002
C -1.50 4.76 1.39 0.014
H 1.49 1.70 3.46 0.005
C -3.39 -2.12 -0.63 -0.001
N -1.22 2.32 1.49 0.088
H 3.69 1.56 4.52 0.001
C 1.46 0.83 -4.22 -0.079
C -3.93 -0.84 -0.64 -0.003
H 3.81 3.77 -0.86 0.012
H 3.58 0.48 -3.97 0.005
C 0.15 -4.18 0.20 0.056
C 0.59 -3.29 -0.78 0.118
H 2.05 5.07 -2.12 0.008
C 0.32 2.28 -1.29 0.219
O -1.87 3.13 3.57 0.031
F -3.37 -4.36 -1.36 -0.002
C 2.21 0.99 3.07 -0.055
H -0.12 -6.98 -1.67 0.000
H -0.60 -1.19 -2.96 0.036
C -3.90 -3.14 -1.42 -0.028
C -2.07 3.42 -0.53 -0.012
H -0.66 1.04 -4.24 -0.012
F -5.53 0.61 -1.57 0.005
F -5.48 -3.85 -3.00 0.005
C -0.84 -1.38 3.01 0.051
H 1.11 -3.06 -2.85 -0.012
C -4.97 -2.88 -2.26 0.066
H 3.26 -3.25 -0.77 0.002
H 0.67 -5.42 -3.41 0.000
C -1.49 2.24 2.83 -0.052
C 1.90 0.20 1.99 0.225
C -2.64 5.76 -0.48 -0.001
F -2.36 -2.39 0.18 -0.004
H 5.53 -3.25 0.21 -0.001
H 3.31 -0.88 -1.92 0.007
C 0.58 3.55 -1.83 0.083
C -2.01 5.88 0.75 0.019
H 1.60 1.48 -5.08 0.006
C -1.56 3.50 0.80 0.077
C 3.50 -2.55 0.03 -0.006
H -0.46 -2.11 2.31 -0.015
H 0.01 -3.83 1.22 -0.007
Cl -3.39 7.12 -1.23 0.000
C 4.78 -2.57 0.60 -0.001
C 0.08 -5.95 -1.42 0.010
H -2.21 1.37 5.23 0.001
C 2.48 2.18 -0.40 -0.016
C 0.77 -3.74 -2.08 0.036
H 3.21 1.62 0.18 0.031
H -0.45 -6.18 0.65 0.001
H -0.19 4.05 -2.39 0.005
C -0.10 -5.50 -0.11 -0.002
C -0.95 1.61 -1.40 0.006
F -6.53 -1.36 -3.13 -0.002
C 2.43 -0.51 -2.43 -0.100
```

## Properties
Largest force on an atom ... 1.3 eV/A
Calculated total energy ... -6404.7120 a.u.
Multiplicity ... 6
Orbital gap (spin up / spin down) ... 5.0249 / 5.7164 eV



# C17H19NO3S

The molecule C17H19NO3S (ωB97M-V with the def2-TZVPD basis set, OMol25).

The geometry in XYZ format:
```
41
Properties=species:S:1:pos:R:3:mulliken_charge:R:1
C -0.02 -0.55 0.26 -1.371
S 4.43 -0.71 1.49 -0.113
H 6.35 -2.21 1.36 0.448
C -4.36 -0.34 0.87 -0.660
C 4.21 0.26 0.08 0.309
H 5.23 0.53 -1.79 0.451
H 1.35 2.87 -0.51 0.459
H -3.86 -3.11 0.96 0.381
H -0.15 -0.16 1.27 0.449
C 3.17 1.33 0.01 0.638
C 6.09 -0.98 -0.44 -0.394
H -0.89 2.29 -1.41 0.507
H 0.39 2.15 0.80 0.278
C -2.58 1.73 0.50 -0.375
C -0.93 0.22 -0.72 2.596
C 5.82 -1.46 0.80 -0.542
H -0.31 -1.60 0.26 0.441
O 3.51 2.50 -0.03 -0.652
H 0.31 1.23 -2.12 0.375
H -4.00 2.94 1.55 0.394
C -2.25 0.48 -0.01 0.006
H -1.90 2.56 0.38 0.307
C -3.67 -2.90 -0.09 -1.045
C -3.16 -0.57 0.21 0.658
H 2.05 -1.08 0.50 0.533
C -3.77 1.96 1.17 -1.193
H 1.56 -0.78 -1.18 0.186
C 1.45 -0.44 -0.14 -0.770
C 0.85 1.95 -0.17 -0.675
C 5.18 0.02 -0.84 -0.700
H -5.06 -1.15 1.02 0.400
H -1.66 -1.30 -1.70 0.422
O -2.79 -1.81 -0.25 -0.461
C -4.67 0.92 1.35 -0.616
N 1.88 0.94 -0.02 0.194
O -1.12 -0.52 -1.91 -0.706
H 6.92 -1.31 -1.04 0.405
H -3.17 -3.75 -0.54 0.263
C -0.19 1.49 -1.18 -1.612
H -5.60 1.08 1.86 0.390
H -4.62 -2.72 -0.61 0.398
```

## Properties
Largest force on an atom ... 0.6 eV/A
Calculated total energy ... -1337.8613 a.u.
Multiplicity ... 1
ΔE to the lowest compared entry with this formula, charge and spin ... 130.95 kJ/mol
SMILES ... COc1ccccc1C1(O)CCN(C(=O)c2cccs2)CC1
Orbital gap ... 9.3734 eV



# C9H16F2N2O2S

A cluster of 2 separate species, C9H16F2N2O2S in total (ωB97M-V with the def2-TZVPD basis set, OMol25).

The geometry in XYZ format:
```
32
Properties=species:S:1:pos:R:3:mulliken_charge:R:1
H -0.34 1.90 -3.31 0.239
N 0.14 1.65 1.04 0.175
H -2.67 0.23 2.15 0.377
H 1.69 -4.23 0.93 0.392
S 1.46 1.89 2.00 1.060
H -1.08 -4.32 -2.21 0.182
H 1.35 -1.71 -0.01 0.584
C -0.13 2.71 -2.61 -0.371
H 0.94 2.94 -2.66 0.308
H -1.45 1.75 -1.22 0.265
F 0.87 1.31 3.33 -0.228
C 1.04 -3.93 0.12 -0.936
N -0.42 -3.97 -1.53 -0.003
O 2.54 1.03 1.64 -0.563
H 1.45 2.35 -0.46 0.696
H -1.18 0.23 0.39 0.382
C 0.24 -4.75 -0.62 -0.396
H -0.03 -0.41 1.53 0.339
C -0.57 2.40 -1.20 -0.432
C -0.68 0.45 1.33 -0.266
H -0.46 -1.90 -2.02 0.432
O 1.67 3.27 2.21 -0.576
C 0.54 1.75 -0.38 -0.879
H -0.86 3.33 -0.71 0.309
H -1.40 0.17 3.37 0.325
H 0.79 0.75 -0.76 0.161
C 0.86 -2.60 -0.37 0.052
C -0.05 -2.67 -1.39 -0.690
F -0.81 3.83 -3.08 -0.313
H -1.83 1.71 2.64 0.334
H 0.08 -5.81 -0.57 0.383
C -1.70 0.65 2.44 -1.341
```

## Properties
Largest force on an atom ... 0.3 eV/A
Calculated total energy ... -1210.4152 a.u.
Multiplicity ... 1
SMILES ... CCN(CCCF)S(=O)(=O)F.c1cc[nH]c1
Orbital gap ... 9.2114 eV